# C14H24N3OS

A structure of composition C14H24N3OS (ωB97M-V with the def2-TZVPD basis set, the OMol25 dataset).

Values from the calculation:
Charge: +1
HOMO, eV: -11.55
Frontier orbital gap, eV: 8.623
LUMO, hartree: -0.1074

Each line ends with the natural charge from an NBO analysis.
Atoms and positions in Å:
C (-0.65683, -0.15693, 4.77853)  -0.609
C (-0.64841, -0.12665, 3.25531)  -0.390
C (0.76164, -0.12126, 2.66351)  -0.391
C (1.55532, 1.13613, 3.02868)  -0.418
C (2.79943, 1.33117, 2.15346)  -0.419
C (2.54278, 2.14500, 0.88571)  -0.072
H (2.12702, 3.12350, 1.13655)  0.209
H (3.47407, 2.27205, 0.32751)  0.201
O (1.65597, 1.48075, -0.02647)  -0.493
C (0.37703, 1.80498, 0.01010)  0.463
N (-0.13914, 2.75760, 0.75456)  -0.682
S (-1.73814, 2.84488, 0.50451)  0.927
N (-1.82315, 1.65397, -0.58016)  -0.635
C (-0.61890, 1.14356, -0.79051)  0.110
C (-0.43978, 0.05696, -1.72577)  -0.085
C (0.71819, -0.57045, -1.94606)  -0.141
C (0.85983, -1.68608, -2.93341)  -0.466
C (-0.34754, -1.76903, -3.86068)  -0.219
N (-1.59400, -1.67737, -3.06079)  -0.333
H (-1.50146, -2.34229, -2.28466)  0.434
C (-2.79199, -2.02290, -3.83997)  -0.417
H (-3.68263, -1.93429, -3.22054)  0.242
H (-2.72166, -3.04341, -4.21252)  0.238
H (-2.88539, -1.34492, -4.68676)  0.236
C (-1.70142, -0.32687, -2.46243)  -0.258
H (-2.54174, -0.28671, -1.76554)  0.264
H (-1.89980, 0.39785, -3.25726)  0.240
H (-0.34417, -2.70693, -4.41896)  0.236
H (-0.34229, -0.93814, -4.56866)  0.230
H (1.76079, -1.53301, -3.52982)  0.259
H (0.99920, -2.63088, -2.39674)  0.231
H (1.60039, -0.28765, -1.39780)  0.256
H (3.56061, 1.87502, 2.71425)  0.226
H (3.21560, 0.35891, 1.88227)  0.205
H (1.86778, 1.06107, 4.07002)  0.217
H (0.91400, 2.01484, 2.93828)  0.213
H (1.30378, -1.00161, 3.01671)  0.202
H (0.68171, -0.20597, 1.57670)  0.182
H (-1.18762, 0.75915, 2.90826)  0.188
H (-1.18153, -1.00483, 2.88020)  0.194
H (-1.67583, -0.24445, 5.14731)  0.215
H (-0.22581, 0.75203, 5.18799)  0.206
H (-0.08593, -1.00681, 5.14511)  0.204